[1]
{
  "formula": "C2H2OS",
  "method": "the ωB97M-V functional and the def2-TZVPD basis",
  "symbols": ["S", "O", "C", "C", "H", "H"],
  "coordinates": [[1.002, -1.191, -0.107], [1.409, 1.497, -0.074], [0.758, 0.507, 0.050], [-0.462, -0.168, 0.216], [-0.984, -0.270, 1.058], [-1.723, -0.376, -1.142]],
  "mulliken_charge": [-0.050, -0.438, 0.601, -0.608, 0.325, 0.169],
  "total_charge": 0,
  "orbital_gap_ev": [8.484, 8.483]
}


[2]
{
  "formula": "C3H15NO4",
  "method": "the ωB97M-V functional and the def2-TZVPD basis",
  "symbols": ["O", "O", "O", "O", "N", "C", "C", "C", "H", "H", "H", "H", "H", "H", "H", "H", "H", "H", "H", "H", "H", "H", "H"],
  "coordinates": [[-1.322, 0.206, -3.144], [-1.278, -1.857, 3.270], [-1.986, 2.895, -1.080], [-0.927, 0.543, 2.137], [1.113, 0.285, -0.287], [1.704, -0.772, -0.957], [1.089, -1.736, -1.640], [1.874, 0.817, 0.898], [1.750, 1.895, 0.871], [-1.355, 3.601, -0.902], [-1.503, 2.283, -1.626], [1.549, -2.540, -2.198], [1.425, 0.354, 1.769], [0.143, 0.114, -0.008], [-1.055, -2.038, 2.333], [-1.573, 1.062, 1.633], [-1.398, 0.054, 2.828], [0.014, -1.892, -1.609], [-1.506, -2.733, 3.611], [-1.898, -0.552, -2.932], [2.762, -0.623, -1.120], [2.895, 0.479, 0.751], [-0.520, 0.154, -2.598]],
  "mulliken_spin": [0.226, 0.542, 0.097, 0.802, -0.204, 0.144, 0.158, 0.356, -0.085, -0.057, -0.007, 0.001, -0.052, 0.250, -0.007, 0.045, -0.354, -0.338, -0.406, -0.074, 0.011, -0.014, -0.034],
  "s2": 0.750,
  "spin_multiplicity": 2,
  "total_charge": -1,
  "orbital_gap_ev": [2.645, 8.468]
}


[3]
{
  "formula": "H3NO3P3",
  "method": "the ωB97M-V functional and the def2-TZVPD basis",
  "symbols": ["P", "P", "P", "O", "O", "O", "N", "H", "H", "H"],
  "coordinates": [[0.554, -0.188, 1.252], [-0.717, 1.480, -0.634], [0.178, -1.466, -0.572], [1.910, -0.469, 1.748], [-0.548, -0.135, 2.164], [0.498, 1.408, 0.428], [-0.556, -0.092, -1.467], [1.601, -1.398, -0.799], [-1.147, -0.106, -2.218], [-1.772, 0.967, 0.097]],
  "mulliken_charge": [0.758, 0.022, -0.056, -0.714, -0.633, -0.314, -0.338, 0.045, 0.206, 0.024],
  "total_charge": -1,
  "orbital_gap_ev": 8.746
}


[4]
{
  "formula": "C27H67CrN4O10",
  "method": "the ωB97M-V functional and the def2-TZVPD basis",
  "symbols": ["Cr", "O", "O", "O", "O", "O", "O", "O", "O", "O", "O", "N", "N", "N", "N", "C", "C", "C", "C", "C", "C", "C", "C", "C", "C", "C", "C", "C", "C", "C", "C", "C", "C", "C", "C", "C", "C", "C", "C", "C", "C", "C", "H", "H", "H", "H", "H", "H", "H", "H", "H", "H", "H", "H", "H", "H", "H", "H", "H", "H", "H", "H", "H", "H", "H", "H", "H", "H", "H", "H", "H", "H", "H", "H", "H", "H", "H", "H", "H", "H", "H", "H", "H", "H", "H", "H", "H", "H", "H", "H", "H", "H", "H", "H", "H", "H", "H", "H", "H", "H", "H", "H", "H", "H", "H", "H", "H", "H", "H"],
  "coordinates": [[-1.053, 1.422, -3.027], [8.226, 1.096, 1.291], [-1.320, 1.361, -0.923], [-0.652, 1.584, 4.488], [-1.898, 5.933, 2.718], [-1.934, -0.361, -2.000], [-3.556, -5.075, 1.614], [1.447, 1.121, -2.264], [3.076, -1.267, -0.249], [-6.289, -0.725, 4.461], [1.018, -0.250, -7.312], [-6.307, -4.628, 0.077], [-0.560, 3.652, 2.416], [0.203, 0.538, -4.624], [6.490, -0.910, 0.035], [2.180, 0.326, -3.153], [5.282, -0.965, -0.811], [1.734, 0.851, -6.647], [8.770, 0.184, 0.367], [-5.032, -4.064, -0.346], [-2.210, 5.152, 1.563], [0.089, 2.301, 2.298], [-0.575, 1.160, 3.170], [-6.015, -0.393, 2.213], [-1.680, 3.744, 1.504], [8.999, 1.898, 2.142], [-3.949, -3.880, 0.826], [4.267, -2.037, -0.326], [-2.734, 5.937, 3.894], [7.673, -0.352, -0.619], [-2.372, -0.277, 0.378], [1.226, -0.409, -3.983], [-5.249, -0.476, 3.574], [1.828, -1.916, -0.137], [-4.512, 0.818, 3.799], [-3.092, -6.155, 0.751], [-1.912, 0.271, -0.948], [0.806, 1.463, -5.578], [1.845, -1.205, -8.111], [2.035, 1.366, -1.020], [-5.364, -2.773, -1.103], [0.510, 1.398, 5.266], [-3.826, 1.080, 2.994], [1.305, -2.288, -1.018], [2.873, -0.408, -2.743], [-3.221, -7.143, 1.193], [-4.399, -2.396, -1.443], [-6.820, -5.089, -0.660], [-6.537, -1.283, 1.861], [-0.899, 3.624, 3.367], [-3.990, 0.774, 4.755], [-3.753, -6.342, -0.095], [-3.067, -1.109, 0.269], [0.569, -1.054, -3.400], [-4.723, -1.427, 3.654], [1.795, -2.680, 0.639], [-2.990, -3.458, 0.526], [9.764, 2.536, 1.700], [0.034, 2.025, -6.104], [1.368, 2.290, -5.145], [1.113, -1.164, 0.197], [4.595, -2.625, 0.531], [-0.299, -0.022, -5.299], [1.488, 0.751, -0.306], [-1.362, 3.437, 0.508], [-6.066, -5.291, 0.800], [8.123, -0.871, -1.465], [-2.057, -6.011, 0.440], [2.051, 1.502, -7.462], [-6.812, 0.348, 2.266], [-1.540, -0.760, 0.891], [-5.248, -0.178, 1.469], [-5.998, -2.932, -1.975], [-5.177, 1.675, 3.899], [2.569, 0.340, -6.168], [9.003, -0.736, 0.903], [-6.797, -1.518, 4.278], [-2.927, 6.953, 4.240], [-5.793, -2.065, -0.394], [0.613, 2.058, 6.127], [-2.420, 5.313, 4.731], [-4.484, -3.359, 1.620], [0.222, 2.061, 1.243], [-3.724, 5.667, 3.527], [9.514, 0.636, -0.289], [0.453, 0.376, 5.640], [-2.365, 3.013, 1.934], [2.758, 0.979, -3.808], [1.703, -1.006, -4.761], [-2.658, 0.463, 1.126], [2.513, -1.771, -7.461], [6.308, -0.465, 0.923], [1.820, 2.408, -0.782], [5.738, -1.291, -1.746], [1.384, 1.489, 4.621], [8.299, 2.494, 2.728], [-1.615, 0.900, 2.973], [7.392, 0.610, -1.047], [-4.787, -4.858, -1.052], [-0.032, 0.215, 3.152], [4.174, -2.759, -1.137], [-1.606, 5.558, 0.752], [2.563, -0.755, -8.796], [1.228, -1.939, -8.630], [-3.288, 5.076, 1.417], [3.117, 1.240, -0.991], [9.503, 1.299, 2.900], [4.795, -0.005, -0.980], [1.098, 2.402, 2.699]],
  "mulliken_spin": [5.237, 0.000, -0.163, 0.000, 0.000, 0.043, 0.000, 0.006, 0.001, 0.000, -0.001, 0.000, 0.001, -0.084, 0.000, -0.019, 0.000, 0.010, 0.000, 0.000, 0.001, 0.006, 0.000, 0.000, -0.017, 0.000, -0.001, 0.000, 0.000, 0.000, 0.003, -0.019, 0.000, -0.002, -0.001, 0.000, -0.094, 0.014, 0.000, 0.001, -0.001, 0.000, 0.001, 0.000, 0.001, 0.000, 0.001, 0.000, 0.000, 0.000, 0.000, 0.000, 0.004, 0.016, 0.000, 0.000, 0.001, 0.000, -0.009, 0.022, 0.001, 0.000, 0.022, -0.005, 0.024, 0.000, 0.000, 0.000, -0.001, 0.000, -0.002, 0.000, 0.000, 0.000, 0.002, 0.000, 0.000, 0.000, 0.000, 0.000, 0.000, 0.000, -0.003, 0.000, 0.000, 0.000, -0.001, -0.016, 0.006, 0.002, 0.000, 0.000, 0.002, 0.000, 0.000, 0.000, 0.000, 0.000, 0.000, 0.000, 0.000, 0.001, 0.000, 0.000, 0.000, 0.013, 0.000, -0.001, 0.000],
  "s2": 8.756,
  "spin_multiplicity": 6,
  "total_charge": 0,
  "orbital_gap_ev": [6.166, 8.530]
}


[5]
{
  "formula": "C23H62HfN3Na2O22S3",
  "method": "the ωB97M-V functional and the def2-TZVPD basis",
  "symbols": ["Hf", "S", "S", "S", "Na", "Na", "O", "O", "O", "O", "O", "O", "O", "O", "O", "O", "O", "O", "O", "O", "O", "O", "O", "O", "O", "O", "O", "O", "N", "N", "N", "C", "C", "C", "C", "C", "C", "C", "C", "C", "C", "C", "C", "C", "C", "C", "C", "C", "C", "C", "C", "C", "C", "C", "H", "H", "H", "H", "H", "H", "H", "H", "H", "H", "H", "H", "H", "H", "H", "H", "H", "H", "H", "H", "H", "H", "H", "H", "H", "H", "H", "H", "H", "H", "H", "H", "H", "H", "H", "H", "H", "H", "H", "H", "H", "H", "H", "H", "H", "H", "H", "H", "H", "H", "H", "H", "H", "H", "H", "H", "H", "H", "H", "H", "H", "H"],
  "coordinates": [[1.588, -13.716, -32.292], [0.710, -15.842, -34.272], [2.774, -15.246, -30.050], [1.603, -11.326, -30.308], [4.126, -18.706, -30.438], [3.339, -12.569, -27.758], [1.378, -15.012, -30.393], [3.410, -13.159, -33.788], [3.242, -14.428, -28.938], [1.961, -11.269, -28.929], [-0.555, -9.293, -34.934], [1.306, -13.269, -26.497], [-0.645, -16.394, -34.236], [1.336, -15.821, -32.966], [1.580, -16.536, -35.241], [1.819, -18.474, -28.487], [-0.736, -13.965, -32.183], [0.707, -12.449, -30.538], [2.549, -11.969, -31.206], [5.821, -13.314, -29.459], [2.991, -20.692, -31.043], [4.531, -15.901, -26.943], [0.772, -14.389, -34.330], [3.152, -16.630, -29.912], [3.284, -14.627, -31.273], [5.903, -18.011, -32.034], [1.041, -10.125, -30.888], [5.544, -11.321, -27.127], [2.976, -18.250, -32.664], [3.900, -12.680, -25.171], [0.469, -11.632, -33.279], [-1.517, -12.843, -32.677], [6.408, -16.760, -31.766], [1.519, -13.201, -25.063], [1.932, -20.390, -31.971], [5.225, -10.766, -25.902], [5.632, -12.535, -34.723], [5.468, -18.258, -33.385], [5.101, -11.887, -24.844], [2.483, -19.542, -33.168], [4.494, -13.540, -34.584], [-1.007, -7.960, -34.859], [-1.534, -14.726, -31.230], [6.091, -12.882, -30.737], [0.257, -14.120, -26.830], [2.627, -12.116, -24.773], [1.324, -17.723, -27.393], [5.863, -15.425, -26.847], [1.185, -10.867, -34.334], [4.018, -17.699, -33.572], [-0.842, -12.061, -33.825], [0.763, -9.353, -34.394], [2.651, -21.501, -29.941], [5.857, -10.426, -28.199], [-2.467, -15.115, -31.637], [2.272, -17.532, -32.765], [-0.474, -7.298, -35.542], [0.832, -8.855, -33.427], [6.008, -12.180, -33.764], [1.790, -19.499, -34.008], [2.615, -11.863, -23.712], [-1.796, -14.200, -30.312], [2.429, -11.213, -25.350], [4.989, -13.792, -29.496], [5.444, -12.038, -30.976], [2.171, -17.808, -29.083], [-2.045, -8.021, -35.187], [-1.777, -12.182, -31.850], [1.181, -11.269, -35.347], [5.939, -12.583, -24.877], [4.021, -13.561, -24.693], [2.089, -22.382, -30.251], [1.089, -19.930, -31.456], [5.226, -11.697, -35.290], [1.408, -8.840, -35.108], [1.904, -14.089, -24.561], [3.306, -20.083, -33.635], [-1.135, -7.556, -33.855], [4.902, -14.521, -34.342], [1.392, -21.289, -32.267], [0.484, -15.116, -26.448], [4.945, -9.895, -28.472], [5.092, -11.383, -23.877], [6.563, -15.726, -27.626], [0.647, -12.742, -24.597], [5.551, -16.093, -31.675], [-2.514, -13.107, -33.029], [5.374, -19.328, -33.573], [0.530, -17.091, -27.791], [-0.695, -13.774, -26.428], [3.527, -21.862, -29.403], [6.137, -17.820, -34.125], [3.669, -17.794, -34.601], [2.001, -20.963, -29.251], [0.234, -10.928, -32.594], [4.083, -16.618, -33.449], [6.932, -16.683, -30.814], [4.328, -10.147, -25.940], [6.002, -10.098, -25.530], [6.638, -9.752, -27.846], [7.144, -12.651, -30.900], [5.795, -14.337, -26.817], [2.103, -17.084, -26.976], [-0.882, -15.549, -30.938], [-1.436, -11.207, -34.149], [4.178, -13.664, -35.620], [7.076, -16.362, -32.530], [6.494, -12.751, -35.354], [4.060, -15.517, -27.686], [0.221, -14.292, -27.906], [2.231, -10.893, -34.027], [0.959, -18.368, -26.594], [-0.767, -12.614, -34.761], [6.253, -10.917, -29.088], [6.351, -15.806, -25.950], [5.850, -13.614, -31.508]],
  "mulliken_charge": [2.836, 1.139, 0.694, 0.892, 0.798, 0.329, -0.191, -0.606, 0.323, -0.563, -0.282, 0.065, -0.814, -0.862, -0.725, -0.443, 0.578, -0.958, -0.786, -0.560, -0.293, -0.669, -0.714, -0.134, -0.601, -0.354, -0.758, -0.119, 1.435, 0.048, 0.058, -0.844, -0.549, -0.726, -0.769, -0.499, -1.244, -0.856, -1.046, -0.790, -0.236, -0.834, -1.061, -0.604, -0.521, -0.869, -0.420, -0.357, -0.998, 0.166, -0.944, -0.791, -0.841, -0.783, 0.389, -0.712, 0.288, 0.373, 0.180, 0.397, 0.527, 0.297, 0.342, -0.003, 0.382, 0.319, 0.269, 0.428, 0.547, 0.401, 0.158, 0.348, 0.361, 0.288, 0.502, 0.392, 0.361, 0.351, -0.129, 0.582, 0.312, 0.339, 0.391, 0.141, 0.383, 0.065, 0.533, 0.354, 0.190, 0.349, 0.246, 0.388, 0.546, 0.294, 0.184, -0.727, 0.332, 0.314, 0.508, 0.403, 0.433, -0.039, 0.036, 0.026, 0.578, 0.382, 0.376, 0.398, 0.243, -0.210, 0.237, 0.402, 0.288, 0.106, 0.328, -0.115],
  "total_charge": -1,
  "orbital_gap_ev": 6.055
}